Record 1
Here is C4H5NO2 in the gas phase at a distorted geometry from the OMol25 dataset. Energies are from ωB97M-V/def2-TZVPD.

```
12
Properties=species:S:1:pos:R:3:lowdin_charge:R:1
O 1.70179 -1.91026 -0.14691 0.073
O -2.72279 -0.15968 -0.02187 -0.053
N -0.17761 0.91667 0.00211 0.047
C -0.45934 -0.55985 0.03347 -0.148
C 1.01240 -0.93187 -0.09977 -0.364
C -1.76603 -0.96407 -0.06814 -0.309
C 1.34050 0.63167 0.01351 -0.042
H -1.85482 -2.03383 0.21232 0.128
H -0.55730 1.55043 0.80377 0.212
H 1.89828 1.07263 1.00249 0.163
H 1.99329 1.00113 -0.85176 0.130
H -0.40836 1.38705 -0.87922 0.162
```

Calculated values
Energy relative to the best compared isomer or geometry (same formula, charge and spin)   309.9 kJ/mol
HOMO energy   -8.55 eV
SMILES   O=CC1=C([O-])C[NH2+]1

***

Record 2
Here is a molecular structure, C41H42Cl5N4O5PSSc at a distorted geometry from the OMol25 dataset. Energies are from ωB97M-V/def2-TZVPD.

```
100
Properties=species:S:1:pos:R:3:lowdin_charge:R:1
Sc 15.49606 14.74156 11.48845 0.955
Cl 10.95684 14.64652 16.85543 0.623
Cl 9.95482 15.87339 14.23263 0.657
Cl 14.06127 13.82562 17.03842 0.697
Cl 15.95597 14.30191 14.59826 0.688
Cl 11.69321 15.91645 11.72378 0.728
S 18.04683 12.38584 10.98593 1.014
P 18.28522 13.21020 4.74945 0.814
O 15.04443 12.54109 11.77019 -0.094
O 19.92073 13.28658 5.09498 -0.408
O 14.99857 13.41698 9.72992 -0.064
O 18.22596 11.73117 5.40037 -0.365
O 17.51968 14.07193 5.86672 -0.367
N 19.81645 14.74498 10.97187 0.122
N 16.73096 16.44387 11.96449 -0.171
N 12.03960 11.96481 9.72691 0.110
N 17.57160 14.02860 11.19658 -0.327
C 17.82986 14.08389 7.33486 -0.037
C 13.02003 10.93723 9.54003 -0.189
C 14.34359 18.68314 11.54008 -0.066
C 14.45670 17.96412 9.22033 -0.065
C 20.80686 14.30381 4.66428 -0.156
C 12.35010 15.27935 13.16725 -0.706
C 10.26964 12.89114 11.21929 -0.205
C 8.17100 13.44501 12.56639 -0.061
C 13.60928 8.72728 8.72012 -0.103
C 15.80250 16.75005 10.75033 -0.180
C 13.39793 14.25367 15.54759 -0.747
C 11.97834 11.53066 12.17002 -0.028
C 12.05092 14.55356 15.48796 -0.677
C 18.49057 14.98973 11.32530 -0.377
C 14.35528 11.14908 9.89260 -0.077
C 12.66930 9.72238 8.86543 -0.019
C 11.44584 12.10235 11.03205 -0.165
C 17.28478 18.18264 13.53590 -0.110
C 9.55947 13.43726 10.00203 -0.059
C 15.23768 10.05661 9.84746 -0.027
C 14.83442 12.42349 10.52180 -0.611
C 15.34184 18.17658 10.44865 -0.563
C 14.91552 8.89934 9.20001 -0.100
C 18.54190 18.39550 12.89934 -0.118
C 11.36043 11.61893 13.39154 -0.086
C 11.51095 15.06479 14.24966 -0.682
C 21.19900 13.97532 9.15124 -0.051
C 20.85524 11.88634 8.09799 -0.100
C 13.75423 14.89992 13.18567 -0.198
C 9.63442 12.94115 12.46073 -0.230
C 10.17564 12.28118 13.57740 -0.074
C 19.72389 11.70104 8.88557 -0.097
C 19.04665 10.68788 4.87663 -0.140
C 16.42669 19.25681 10.34173 -0.032
C 16.45274 17.24201 13.07404 -0.175
C 21.63519 13.04142 8.23085 -0.093
C 20.12416 13.79346 9.99801 -0.277
C 18.98084 17.34281 12.09752 -0.043
C 19.37457 12.62687 9.87682 -0.476
C 14.19740 14.43367 14.39936 -0.674
C 18.16426 16.23802 11.76080 -0.200
H 19.08770 10.88571 8.75973 0.087
H 19.21738 19.16045 13.17506 0.073
H 7.82762 13.06363 13.49991 0.056
H 17.33272 13.37781 8.01170 0.077
H 17.23185 19.16710 11.08068 0.055
H 9.25290 12.59998 9.34616 0.090
H 11.43290 12.01740 8.94609 0.102
H 18.89226 13.77640 7.38510 0.060
H 15.58362 8.05098 9.11636 0.098
H 14.95126 19.01111 12.36300 0.052
H 20.02197 17.27911 11.78074 0.094
H 13.70302 17.88242 11.89720 0.039
H 17.05144 19.08930 9.46049 0.083
H 13.70646 19.51317 11.15231 0.091
H 10.27691 14.11951 9.49754 0.083
H 13.73946 17.23791 9.43191 0.050
H 16.25670 10.17003 10.29638 0.106
H 20.53326 15.45828 11.07096 0.127
H 22.41882 13.20423 7.49946 0.099
H 18.60257 9.71480 5.05841 0.080
H 7.49658 13.12648 11.73002 0.090
H 15.41573 17.07167 13.49420 0.123
H 21.79894 13.83797 4.70382 0.074
H 16.44382 16.43822 9.93607 0.086
H 8.70090 14.03848 10.23126 0.053
H 17.55968 15.05739 7.72046 0.081
H 20.79937 15.17170 5.36470 0.094
H 14.93899 17.64401 8.34153 0.065
H 13.30472 7.71892 8.30139 0.117
H 21.81679 14.90858 9.22369 0.124
H 20.95092 11.28237 7.22588 0.072
H 15.92720 20.17895 10.29939 0.059
H 20.67002 14.55484 3.60697 0.071
H 12.90549 10.95610 12.08077 0.117
H 16.91350 18.76655 14.35257 0.099
H 11.84238 11.13132 14.21881 0.107
H 11.64466 9.60547 8.54458 0.104
H 9.64399 12.26106 14.48259 0.093
H 8.09011 14.48794 12.68054 0.021
H 19.13754 10.80057 3.82263 0.061
H 20.00426 10.65479 5.41385 0.067
H 13.97056 18.91385 8.98181 0.085
```

Calculated values
Energy relative to the best compared isomer or geometry (same formula, charge and spin)   275.0 kJ/mol
HOMO energy (spin up / spin down)   -3.78 / -3.78 eV
Net charge   -1

***

> Which value of energy relative to the best compared isomer or geometry (same formula, charge and spin) does entry 1 give?

309.9 kJ/mol